1.
65
Properties=species:S:1:pos:R:3:lowdin_charge:R:1 method="wB97M-V/def2-TZVPD" e_lumo_ev="4.83 / 4.83" s_squared=0.774 spin_multiplicity=2 charge=-2
H -1.98448 5.37936 1.90400 0.09
H -2.05577 -1.61786 -5.25153 0.08
C 0.02032 -1.47921 -2.58781 -0.18
C -1.74984 3.57310 0.78786 -0.05
C -0.33611 -1.56636 -3.92847 -0.13
C 0.43203 -5.60586 -1.37008 -0.06
C -0.27895 5.48391 0.60275 -0.15
Hg -0.40690 -1.72857 0.98291 0.97
C 0.77399 -4.40313 -0.49206 -0.53
H -3.68904 -1.44231 -3.42694 0.08
O -0.12546 -4.03466 0.30406 -0.14
C 3.88102 1.83188 1.39963 -0.05
H -2.60252 3.08184 1.24659 0.11
N -0.83688 -1.36836 -1.58535 0.03
H -1.94768 1.08317 0.05632 0.07
C -1.71724 -1.54664 -4.22327 -0.14
C -2.19014 -1.35683 -1.85077 -0.27
C 3.79489 4.04589 2.35343 -0.13
C 2.05249 -3.85461 -0.64544 -0.09
C 2.52747 1.64309 1.66756 -0.14
C 2.44381 3.86309 2.62628 -0.10
C 2.56125 -2.62504 -0.12058 -0.38
O 0.52332 0.43863 1.27721 -0.17
H -5.01390 -1.16794 3.35299 0.05
H -4.91169 -2.14326 -1.55949 0.07
C 1.79575 0.38363 1.27485 -0.51
H 3.95190 -1.40800 -1.22152 0.07
C 0.48252 4.77892 -0.32551 -0.12
C -2.62893 -1.44761 -3.20756 -0.07
C -1.39197 4.85923 1.15846 -0.13
H 0.74744 2.94240 -1.41110 0.11
C -3.11209 -1.35119 2.71015 -0.94
C 3.96999 -2.25527 -0.53125 -0.07
H 4.46071 -3.10285 -1.01360 0.05
S -1.57423 -1.92941 3.29472 0.45
H 4.28728 4.97661 2.61322 0.08
H 1.07158 -1.50259 -2.29801 0.09
C 1.81532 2.67333 2.27839 -0.03
N -3.52740 -1.12331 1.50825 -0.06
C 0.13281 3.49481 -0.70644 -0.05
H 4.42745 1.02499 0.92657 0.10
N -2.62242 -1.23648 0.48258 -0.11
N 2.57261 -0.61972 0.95157 0.02
H 4.53919 -1.93423 0.34153 0.06
H 1.87214 4.65586 3.09657 0.09
H 5.55989 3.16527 1.50534 0.08
H -0.00070 6.48835 0.89989 0.08
H 0.75760 -6.53404 -0.88909 0.06
H 2.71243 -4.37238 -1.33065 0.07
H 0.41464 -1.65882 -4.70332 0.07
H -5.12412 -1.11988 -0.12770 0.04
H -4.82551 -0.38355 -1.71361 0.07
H -0.66348 1.02930 -0.97181 0.07
H -3.91125 -1.67078 4.52837 0.03
C -3.09962 -1.27070 -0.76548 -0.33
N -1.38936 1.62116 -0.59289 0.13
C 4.50937 3.02391 1.73569 -0.12
N 1.88911 -1.79286 0.62394 -0.05
H 0.75740 2.52367 2.45646 0.11
H 1.37556 5.23016 -0.74392 0.09
C -0.99982 2.86391 -0.16592 -0.33
H -0.65018 -5.64338 -1.49131 0.07
N -4.07213 -1.10015 3.71385 -0.01
H 0.90622 -5.53565 -2.35098 0.06
C -4.57971 -1.22598 -1.05849 -0.07

2.
25
Properties=species:S:1:pos:R:3:lowdin_charge:R:1 method="wB97M-V/def2-TZVPD" e_lumo_ev=-3.89 spin_multiplicity=1 charge=+1 smiles="CN(C)C(=[NH2+])c1c(N)nnn1C"
N 1.51243 -1.94010 -0.21667 -0.12
H -0.16093 -2.84290 0.95819 0.11
H 0.10722 2.60169 1.08509 0.08
H -2.63775 0.79872 0.14878 0.10
H -1.84917 2.30236 0.44973 0.08
H -2.26258 -0.88838 -0.42684 0.06
H -1.36620 -1.52656 -1.63735 0.19
N -0.55604 0.78412 0.40429 -0.09
H 1.37801 -3.84151 0.55422 0.11
C 2.13335 -0.19344 -1.38119 -0.33
C 0.93817 -2.85658 0.74690 0.00
N 2.27207 1.01938 -2.01832 0.12
H 1.50268 1.36249 -2.47391 0.06
H 1.30624 -2.53479 1.66553 0.07
H -2.29158 1.24726 1.72429 0.12
N 3.15817 -1.09193 -1.25926 0.08
H 3.12498 1.10345 -2.70136 0.17
C -1.86010 1.30408 0.72536 0.00
N 2.78506 -2.02081 -0.52270 0.04
N -1.37744 -1.12776 -0.65470 0.21
C 0.99002 -0.77644 -0.81045 -0.07
C -0.39018 -0.24771 -0.41363 -0.19
H 1.17030 1.33508 1.62606 0.12
H 1.27217 1.79059 -0.08917 0.09
C 0.54923 1.70010 0.77359 0.03

3.
76
Properties=species:S:1:pos:R:3:lowdin_charge:R:1 method="wB97M-V/def2-TZVPD" e_lumo_ev="-0.45 / 0.03" s_squared=0.908 spin_multiplicity=2 charge=0
H 2.26737 -3.89212 1.10460 0.07
H 1.39222 -4.05961 3.94672 0.09
P 1.38750 -0.12296 2.54220 0.29
H -0.88490 -1.28197 -5.89114 0.12
O 1.43256 0.08572 3.99363 -0.25
H 3.89140 -3.20904 1.29696 0.09
C 2.50737 -2.58169 2.82316 -0.62
H 0.92976 -2.37525 4.27926 0.08
C -1.65137 -1.67226 -1.84187 -0.06
C 3.30235 1.71413 1.67644 -0.60
C 4.21345 1.10462 0.61534 -0.01
C 1.75570 1.28558 -2.05962 -0.26
H 3.76593 -3.18208 4.47622 0.09
H 4.26094 0.60531 3.26532 0.07
C 2.40433 -0.96199 -1.54348 -0.10
C 1.51070 0.06575 -1.36740 -0.17
H -0.15073 -4.95399 -0.67019 0.11
C 2.98947 3.16570 1.33144 -0.02
N -0.87728 -1.68237 -0.75840 0.02
H -0.63550 -1.38662 -4.15953 0.11
C 0.88466 2.39407 -2.01006 -0.55
H 3.79844 1.25365 -0.38266 0.06
C -2.80490 -2.80169 -3.80460 -0.42
C -0.35698 -2.84630 -0.36157 -0.10
C 3.81322 0.35752 -2.98679 -0.05
O 0.01107 -0.26949 1.89544 -0.35
O 2.27610 -1.38908 2.02825 -0.18
H -4.58052 -0.19943 -5.40216 0.07
H -0.73467 0.96769 -4.78354 0.08
C 3.17425 2.68828 -3.49696 -0.03
H 2.34161 3.60040 2.09386 0.09
C 1.22843 -3.07762 3.50195 -0.03
H 2.50786 4.68296 -3.85705 0.11
C -3.44942 -1.96596 -5.96033 -0.20
H 3.31466 1.97787 3.82883 0.09
Co 0.12246 -0.02893 0.00925 0.27
H 4.87717 2.25484 3.03204 0.09
H 3.23868 -1.48694 4.52295 0.08
H -2.93153 -1.51418 -6.80649 0.12
H -2.07886 -0.71343 -2.10996 0.10
H 0.40859 -3.14838 2.78647 0.07
C -0.58376 -4.03242 -1.03393 -0.02
H 4.31726 0.03220 0.78855 0.09
H 5.19939 1.56890 0.66000 0.09
H -3.66420 -3.00858 -6.19784 0.12
O -3.74702 -3.58002 -3.83432 0.07
H 0.25086 -2.80780 0.53255 0.09
C 2.30391 3.73378 -3.37944 -0.08
C -1.90296 -2.80101 -2.60016 -0.10
C -1.35229 -1.09236 -4.92119 -0.20
C 2.92411 1.44840 -2.86075 -0.18
C 3.55214 -0.82295 -2.35098 -0.08
H 0.41070 4.39762 -2.55653 0.09
H 3.34396 -4.51576 2.36472 0.09
H -2.26602 0.74133 -5.63929 0.07
H -5.38643 -1.25096 -6.57881 0.08
C 3.98049 1.63466 3.04157 -0.03
H -5.29588 -1.73522 -4.87919 0.07
H 4.07796 2.79084 -4.08648 0.11
N -2.53312 -1.94316 -4.81955 -0.05
H 4.51003 -1.99501 3.38676 0.09
C -1.66449 0.39661 -4.79727 -0.07
C -1.36936 -4.01279 -2.17387 0.02
H -1.57518 -4.91407 -2.73581 0.13
C 1.11851 3.58315 -2.63090 -0.15
O 2.02597 1.02097 1.59561 -0.19
H -2.20955 0.60853 -3.87668 0.05
I -0.93646 2.14066 -0.90172 1.17
C -4.76119 -1.23697 -5.68541 -0.07
C 3.03271 -3.61647 1.83272 -0.03
C 3.57855 -2.29228 3.87341 -0.03
H 4.23604 -1.65766 -2.44773 0.11
H 4.70132 0.47647 -3.59641 0.11
H 2.48172 3.21856 0.36553 0.07
H 2.25122 -1.90763 -1.03202 0.09
H 3.91409 3.74134 1.27952 0.09

Values of max |F|, in order: 0.4; 4.4; 1.0, all in eV Å⁻¹.
Values of ΔE to the lowest compared entry with this formula, charge and spin, in order: 2.5; 1.4; 0.0, all in kcal per mole.